Here is a structure of composition C27H45AsF9O27 at a distorted geometry from the Open Molecules 2025 dataset. Energies are from the ωB97M-V functional and the def2-TZVPD basis.

Computed properties:
<S²>   0.758
Kohn-Sham gap (spin up / spin down)   10.004 / 3.980 eV
Lowest unoccupied orbital energy (spin up / spin down)   -0.35 / -6.38 eV
HOMO energy (spin up / spin down)   -10.4 / -10.4 eV
E   -6221.76538 Eh

The geometry in ORCA input format:
```
! wB97M-V def2-TZVPD RIJCOSX def2/J DEFGRID3
* xyz 0 2
As -0.04 0.69 -0.20
F -0.95 0.14 1.26
F 1.50 0.84 0.66
F 0.69 1.31 -1.68
F -1.59 0.45 -1.08
F -0.55 2.35 0.25
F 0.31 -1.05 -0.61
C -1.38 1.94 3.68
C -0.06 1.59 4.44
O -0.39 1.87 5.75
C -1.64 2.42 5.81
O -2.17 2.89 6.84
O -2.14 2.70 4.53
F 0.87 2.48 4.11
H -1.81 1.08 3.17
H -1.21 2.55 2.79
H 0.26 0.57 4.23
C -2.29 -2.64 2.22
C -2.88 -1.56 3.03
O -1.89 -1.32 3.95
C -0.98 -2.30 3.93
O 0.05 -2.31 4.62
O -1.37 -3.19 3.01
F -4.03 -1.97 3.62
H -1.86 -2.24 1.30
H -3.14 -3.27 1.96
H -3.06 -0.64 2.48
C 0.99 4.80 -2.56
C -0.44 4.26 -2.45
O -1.10 5.04 -3.41
C -0.41 6.25 -3.47
O -0.85 7.32 -3.99
O 0.74 6.17 -2.80
F -0.92 4.52 -1.28
H 1.39 4.38 -3.48
H 1.64 4.59 -1.71
H -0.47 3.20 -2.68
C -1.12 -0.70 -4.13
O -1.46 -2.06 -4.49
C -1.61 -2.56 -5.66
O -1.57 -1.96 -6.74
O -1.85 -3.91 -5.48
C -2.04 -4.84 -6.48
H -0.33 -0.48 -4.85
H -0.76 -0.75 -3.10
H -1.97 -0.03 -4.21
H -2.48 -5.81 -6.21
H -1.04 -5.23 -6.68
H -2.58 -4.49 -7.36
C 3.30 -0.57 -2.19
O 4.17 0.01 -1.26
C 5.42 0.33 -1.53
O 6.15 0.64 -0.52
O 5.89 0.08 -2.76
C 7.21 0.25 -3.12
H 3.61 -1.52 -2.62
H 3.06 0.15 -2.98
H 2.32 -0.78 -1.78
H 7.91 -0.38 -2.57
H 7.45 1.28 -2.85
H 7.33 0.18 -4.20
C 3.36 0.01 4.62
O 4.22 -0.28 3.55
C 4.55 0.68 2.74
O 5.60 0.58 2.09
O 3.63 1.67 2.68
C 3.73 2.69 1.62
H 3.71 0.91 5.13
H 3.53 -0.80 5.32
H 2.38 0.17 4.16
H 3.06 3.55 1.73
H 3.52 2.25 0.64
H 4.68 3.20 1.49
C -3.77 2.76 0.53
O -4.48 3.03 1.75
C -5.29 2.11 2.27
O -5.43 1.02 1.68
O -5.97 2.61 3.28
C -6.54 1.68 4.22
H -3.01 1.98 0.58
H -3.44 3.79 0.35
H -4.55 2.53 -0.20
H -6.94 2.20 5.09
H -5.85 0.88 4.51
H -7.48 1.25 3.88
C -2.41 -2.99 -1.72
O -3.70 -2.56 -2.20
C -4.54 -2.06 -1.32
O -4.58 -2.34 -0.12
O -5.32 -1.18 -1.96
C -6.47 -0.71 -1.26
H -2.56 -3.67 -0.88
H -1.77 -2.16 -1.39
H -1.78 -3.63 -2.33
H -7.11 -0.25 -2.01
H -6.23 -0.13 -0.36
H -7.07 -1.55 -0.92
C 6.07 -4.00 -1.25
O 5.10 -3.61 -0.33
C 5.32 -2.58 0.53
O 6.31 -1.87 0.55
O 4.24 -2.28 1.30
C 2.95 -2.76 1.07
H 6.87 -4.66 -0.88
H 6.65 -3.15 -1.60
H 5.58 -4.62 -2.00
H 2.37 -2.17 0.36
H 2.19 -2.51 1.81
H 2.86 -3.80 0.76
*
```